Record 1
77
Properties=species:S:1:pos:R:3:lowdin_charge:R:1 method="wB97M-V/def2-TZVPD" total_energy_ha=-2159.7785 spin_multiplicity=1 e_homo_ev=-6.33 e_lumo_ev=0.2
O -2.74095 0.25831 -2.53675 -0.0860
C -1.89662 1.19892 -2.62300 -0.2848
C -1.09291 1.25572 -3.90230 -0.2154
C -0.19217 0.22494 -4.24509 -0.0504
H 0.18743 -0.37012 -3.41854 0.1073
C 0.05723 0.01735 -5.58019 -0.0966
H 0.69574 -0.81703 -5.79571 0.0946
C -0.48568 0.83330 -6.57147 -0.0890
H -0.23333 0.62046 -7.60040 0.0928
C -1.30624 1.90264 -6.18952 -0.0936
H -1.71925 2.51165 -6.98331 0.0959
C -1.60975 2.13796 -4.86701 -0.0398
H -2.31153 2.90949 -4.57179 0.1115
H -2.31371 2.27483 -2.34491 0.1275
C -1.00022 3.05558 -0.36615 -0.2014
C -0.20841 2.02371 -1.19074 -0.3839
H -0.97290 4.05157 -0.91141 0.0860
H -0.58454 3.19092 0.64680 0.0509
H -2.06912 2.81339 -0.25168 0.0489
C 0.73457 2.57108 -2.04638 -0.2345
C 1.51229 3.90172 -1.79162 -0.1663
H 1.17290 2.02957 -2.93326 0.0995
H 1.36618 4.55255 -2.69635 0.0728
H 2.59656 3.66652 -1.73754 0.0267
H 1.17281 4.49517 -0.92314 0.0553
La 0.83426 0.32523 0.68011 1.9460
Cl 2.92274 2.09580 0.39625 -0.1387
C 2.70872 -0.40106 2.66596 -0.3800
O 1.49205 -0.14190 2.85565 -0.2224
N 3.41430 -1.19604 3.46423 -0.1559
C 2.80221 -1.70236 4.69416 -0.0050
C 4.80716 -1.44106 3.14434 -0.0210
H 3.27960 0.01113 1.80252 0.0532
H 1.71629 -1.66214 4.59599 0.0920
H 3.12005 -1.10486 5.55953 0.1012
H 3.13410 -2.73494 4.83587 0.0928
H 4.96077 -1.34040 2.06313 0.0996
H 5.05465 -2.46192 3.45253 0.0952
H 5.44447 -0.70358 3.65162 0.1001
H -2.82841 -3.57811 -3.27790 0.0901
H -1.11588 -4.73328 -1.96802 0.0908
C -2.18074 -2.67557 -3.20332 -0.0682
C -0.59523 -3.79873 -1.68591 -0.0440
N -1.47030 -2.66637 -1.94347 -0.1895
H -2.79841 -1.76526 -3.29143 0.0729
C -1.97409 -1.95477 -0.89544 -0.2828
O -1.26611 -1.48638 0.02281 -0.0987
H -0.30902 -3.84616 -0.62851 0.0915
H -3.10958 -1.80805 -0.95675 0.1570
H -1.44112 -2.69040 -4.02709 0.0969
H 0.30620 -3.70764 -2.31544 0.0929
H -3.19634 1.38810 4.55804 0.0971
H -5.28825 0.32954 3.13569 0.0935
C -3.05503 1.94904 3.62706 -0.0209
C -4.91843 0.93535 2.30143 -0.0300
N -3.48228 1.16772 2.46631 -0.1655
H -2.00002 2.22724 3.50750 0.0937
C -2.58216 0.60631 1.64783 -0.2468
O -1.33775 0.73435 1.81150 -0.2074
H -5.09428 0.41933 1.34905 0.0956
H -2.98226 0.02532 0.78252 0.1435
H -3.66150 2.84953 3.71916 0.0901
H -5.45030 1.89150 2.30506 0.0925
O 1.73296 -2.00261 0.65630 -0.2051
C 2.20548 -1.96711 -0.53483 -0.6196
O 1.77620 -1.11165 -1.36977 -0.1053
C 3.35546 -2.92249 -0.74863 -0.1365
C 4.36627 -2.68479 -1.68632 -0.0125
C 5.52490 -3.47344 -1.66414 -0.0796
C 5.69253 -4.49654 -0.72447 -0.0889
C 4.67952 -4.73444 0.20904 -0.0856
C 3.52417 -3.95336 0.18847 -0.0368
H 4.23941 -1.86070 -2.39018 0.1220
H 6.31192 -3.28406 -2.39296 0.1017
H 6.59532 -5.10628 -0.71413 0.1013
H 4.76054 -5.52199 0.96167 0.1015
H 2.73192 -4.06826 0.93028 0.1139



Record 2
77
Properties=species:S:1:pos:R:3:lowdin_charge:R:1 method="wB97M-V/def2-TZVPD" e_above_lowest_ev=0.000 charge=+2 total_energy_ha=-2371.1587 spin_multiplicity=1 e_homo_ev="-13.71 / -13.71" e_lumo_ev="-6.6 / -6.6"
Os -0.49567 -0.49863 -0.40429 1.4055
Cl -6.15265 0.59657 -5.16781 0.7455
C -4.73870 0.45450 -4.20023 -0.6501
C -3.59561 1.17695 -4.52692 -0.0459
C -2.45313 1.06757 -3.75272 0.0201
C -2.44175 0.23702 -2.64359 -0.2765
O -1.27315 0.18192 -1.93922 -0.2968
C -3.58559 -0.49498 -2.30530 -0.1277
C -3.65219 -1.39208 -1.16303 -0.1447
O -2.75621 -1.56430 -0.34889 -0.0462
C -4.73038 -0.37822 -3.10061 -0.0293
H -3.60441 1.82415 -5.39346 0.1251
H -1.55955 1.62173 -4.00667 0.1293
H -4.59587 -1.94407 -1.04285 0.1490
H -5.61686 -0.94634 -2.84673 0.1277
C 0.30507 -2.88822 -2.54318 -0.0094
N 1.29765 -3.12773 -1.50276 -0.0644
C 2.40373 -4.06164 -1.75175 -0.0664
C 2.92879 -4.36606 -0.34353 -0.0701
N 1.93492 -3.73043 0.53107 -0.0586
C 2.26170 -3.49795 1.92783 -0.0061
C 1.06398 -3.01669 -0.19179 -0.3595
N 0.07935 -2.24947 0.30637 -0.1318
C -0.73267 -2.68190 1.45525 -0.1705
C -0.91311 -1.46682 2.36195 -0.1471
N -0.77511 -0.26183 1.51674 -0.1354
C -0.79964 0.95655 2.12124 -0.3427
N -1.52251 1.97373 1.66820 -0.0490
C -2.51462 1.96487 0.61176 -0.0007
C -1.24647 3.19296 2.43666 -0.0535
C -0.47166 2.65472 3.64364 -0.0570
N -0.13821 1.28338 3.23295 -0.0452
C 1.01708 0.59716 3.78097 -0.0085
H 0.33539 -3.71708 -3.24913 0.1061
H 0.49729 -1.96203 -3.08395 0.0776
H -0.69071 -2.85298 -2.10046 0.0836
H 3.15848 -3.61517 -2.39665 0.1345
H 2.01039 -4.95159 -2.24485 0.1340
H 3.90271 -3.90762 -0.16170 0.1296
H 3.00585 -5.43208 -0.13901 0.1367
H 3.33422 -3.32079 2.01544 0.1051
H 1.99703 -4.35759 2.54304 0.1080
H 1.73984 -2.61512 2.29011 0.0713
H -0.27563 -3.51016 1.99156 0.1180
H -1.69408 -3.02124 1.07694 0.1045
H -0.15823 -1.46381 3.14878 0.0917
H -1.89124 -1.49113 2.84398 0.1375
H -2.84671 0.94597 0.42497 0.0718
H -2.11534 2.40133 -0.30609 0.0907
H -3.37155 2.55370 0.93749 0.1090
H -2.18469 3.66447 2.72363 0.1377
H -0.66372 3.88805 1.83241 0.1070
H -1.06627 2.64550 4.55735 0.1362
H 0.44515 3.21360 3.82219 0.1231
H 1.74726 1.34348 4.08975 0.1028
H 1.47380 -0.02677 3.01572 0.0656
H 0.75606 -0.00869 4.64992 0.1044
C 2.02351 0.56963 -2.43386 -0.1893
Si 1.64439 0.58736 -0.59815 0.4991
C 3.01845 -0.30623 0.31931 -0.1838
C 1.53114 2.35519 0.00959 -0.2979
C 2.22788 2.79624 1.13807 -0.1049
C 2.20932 4.13275 1.51851 -0.0775
C 1.48597 5.05561 0.77520 -0.0737
C 0.77297 4.63641 -0.34230 -0.0741
C 0.79601 3.29994 -0.71566 -0.1110
H 2.92711 1.15550 -2.61975 0.0531
H 1.21729 0.99850 -3.03002 0.0224
H 2.21027 -0.44573 -2.79028 0.0180
H 3.94137 0.27393 0.23843 0.0546
H 3.21000 -1.27769 -0.14184 0.0204
H 2.82134 -0.46598 1.38030 0.0093
H 2.83573 2.09981 1.70621 0.0953
H 2.78705 4.46224 2.37324 0.1147
H 1.48781 6.10043 1.05698 0.1168
H 0.22130 5.35602 -0.93353 0.1148
H 0.25924 2.99740 -1.61121 0.0981



Record 3
71
Properties=species:S:1:pos:R:3:lowdin_charge:R:1 method="wB97M-V/def2-TZVPD" charge=+1 total_energy_ha=-1691.6807 spin_multiplicity=1 e_homo_ev=-10.11 e_lumo_ev=-6.0
C 2.11633 0.56494 -4.63426 -0.1068
C 2.75929 0.06922 -3.35099 -0.2664
C 2.45690 -1.35557 -2.93335 -0.1870
C 2.95319 -1.65668 -1.52427 -0.1018
O 2.98149 -0.34499 -0.79610 -0.0756
C 2.39766 -0.26490 0.39931 -0.4979
C 1.75007 0.90089 0.68234 0.0626
O 2.57173 -1.36149 1.14627 -0.0915
Si 1.99737 -2.12169 2.55110 0.5449
C 0.81797 -1.01449 3.45832 -0.1612
C 1.14005 -3.62625 1.84899 -0.1555
C 3.54426 -2.63776 3.61188 -0.6167
C 3.75245 -1.64581 4.76312 -0.1070
C 4.83220 -2.70507 2.77672 -0.0940
C 3.26955 -4.02964 4.19376 -0.1102
H 2.42033 1.60135 -4.79817 0.0714
H 2.39316 0.00893 -5.53668 0.0777
H 1.02904 0.54223 -4.52190 0.0476
H 3.84987 0.18143 -3.39963 0.1250
H 2.39475 0.70071 -2.53713 0.0977
H 1.37930 -1.55766 -3.00024 0.1099
H 2.93165 -2.06863 -3.62044 0.1212
H 2.32154 -2.37926 -0.98266 0.1204
H 3.99450 -1.98581 -1.52208 0.1286
H 1.39689 1.07220 1.69318 0.0336
H 1.78603 1.67227 -0.08923 0.0556
H 0.36114 -1.54357 4.31303 0.0473
H 1.35146 -0.13329 3.84109 0.0396
H -0.01173 -0.66201 2.82370 0.0353
H 0.56614 -4.14851 2.63299 0.0418
H 0.43337 -3.35646 1.04694 0.0336
H 1.88135 -4.32111 1.42460 0.0423
H 2.87542 -1.59371 5.42130 0.0767
H 4.60606 -1.97526 5.37636 0.0884
H 3.98797 -0.63837 4.39425 0.0865
H 4.76572 -3.44446 1.96688 0.0829
H 5.11427 -1.72845 2.36177 0.0824
H 5.65990 -3.02395 3.43126 0.0888
H 3.24640 -4.79677 3.40927 0.0765
H 4.07308 -4.30171 4.89520 0.0903
H 2.32407 -4.05953 4.75142 0.0822
C -7.92737 0.65524 1.09597 -0.0038
C -6.63603 0.58879 0.36275 -0.1487
C -6.11076 1.74224 -0.22284 -0.1732
F -6.95324 2.82706 -0.32904 0.0736
C -4.83052 1.82844 -0.72530 0.1023
C -3.96006 0.68945 -0.62595 -0.1720
C -2.60563 0.76170 -1.00557 0.1411
C -2.01631 1.91799 -1.60447 -0.2005
C -2.11752 3.20926 -1.00926 0.0587
C -1.52242 4.28554 -1.63247 -0.1811
F -1.59424 5.52672 -1.04370 0.0706
C -0.90858 4.19487 -2.88434 -0.1748
C -0.30251 5.40818 -3.47890 -0.0148
C -0.86869 2.93805 -3.50116 0.0005
C -1.35084 1.81328 -2.85614 0.0072
C -4.54636 -0.53540 -0.17172 0.0285
C -5.84244 -0.57508 0.30645 0.0116
H -8.30308 -0.34339 1.33723 0.0937
H -7.80909 1.19500 2.05040 0.1189
H -8.71145 1.17260 0.52937 0.1037
H -4.50696 2.74562 -1.21803 0.1357
H -2.03198 -0.16241 -0.96198 0.1465
H -2.66877 3.33954 -0.08115 0.1390
H 0.36899 5.14849 -4.29958 0.0911
H -1.06006 6.07368 -3.90636 0.1068
H 0.25574 5.98590 -2.73445 0.1012
H -0.43201 2.86262 -4.49940 0.1293
H -1.26492 0.82902 -3.32251 0.1241
H -3.93987 -1.44108 -0.19545 0.1317
H -6.27517 -1.51324 0.65965 0.1338